Entry 1:
# C10H29ClN7O6RuS2

A structure of composition C10H29ClN7O6RuS2 (ωB97M-V/def2-TZVPD, the Open Molecules 2025 dataset).

```
56
Properties=species:S:1:pos:R:3:forces:R:3:lowdin_spin:R:1
Ru -0.5151 0.2118 0.1153 -0.52 -0.10 0.37 2.4984
N -2.3193 -0.5315 1.3848 -0.08 -0.09 0.05 0.1599
C -3.6654 -0.0231 0.9847 0.02 -0.02 -0.03 0.0117
C -3.7284 1.4936 0.9262 0.00 -0.02 -0.01 0.0011
C -3.0459 2.1043 -0.2854 -0.01 0.00 0.04 -0.0014
N -1.5547 2.0340 -0.1931 0.00 -0.06 -0.04 -0.0020
H -2.3270 -1.5436 1.2798 0.01 -0.01 0.06 0.0023
H -2.1801 -0.3581 2.3788 -0.02 0.03 0.00 0.0033
H -4.4054 -0.4045 1.6889 -0.01 0.01 0.00 0.0063
H -3.8939 -0.4474 0.0064 0.01 0.00 0.00 0.0001
H -3.3471 1.9368 1.8538 0.01 -0.01 0.00 -0.0001
H -4.7813 1.7754 0.8819 0.00 0.01 -0.01 0.0000
H -3.3195 3.1550 -0.3861 0.00 0.00 0.02 -0.0008
H -3.3501 1.5971 -1.1983 0.00 0.00 0.00 0.0000
H -1.2521 2.6251 0.5805 0.01 0.01 -0.01 0.0030
H -1.1634 2.4497 -1.0383 -0.02 0.00 -0.02 0.0066
O -1.1515 -1.2136 -3.6776 -0.02 -0.16 0.28 0.0163
Cl -1.6699 -0.3320 -2.6963 0.03 0.26 -0.31 0.0079
O -0.9248 0.8979 -2.6585 0.03 0.04 -0.05 0.0298
O -3.0612 -0.1464 -2.7840 0.06 -0.03 -0.01 0.0050
O -1.3882 -0.9640 -1.3078 0.23 0.16 0.06 0.0584
C -0.0454 3.8355 3.2748 0.01 0.00 0.00 0.0004
C 0.8792 2.7115 3.7085 -0.02 -0.01 -0.01 0.0012
S 0.2289 1.1016 3.2469 -0.07 0.04 0.01 0.0190
O 0.2194 1.1982 1.6778 0.27 -0.06 -0.14 0.1259
C 1.6114 0.0374 3.6925 0.00 0.02 0.00 0.0048
C 1.1676 -1.3978 3.9296 0.00 0.00 -0.01 0.0005
H 0.3461 4.7749 3.6624 0.00 0.00 0.00 0.0001
H -1.0527 3.7095 3.6722 0.00 0.00 0.00 0.0000
H -0.0795 3.9256 2.1896 0.00 0.00 0.00 0.0002
H 0.9579 2.6487 4.7975 0.00 0.01 0.00 -0.0002
H 1.8812 2.7878 3.2829 0.00 0.00 0.00 0.0001
H 2.0195 0.4805 4.6038 -0.01 0.00 0.00 0.0002
H 2.3443 0.1553 2.8924 0.00 0.00 0.01 0.0001
H 0.4279 -1.4574 4.7271 0.01 0.00 0.01 0.0001
H 2.0269 -1.9904 4.2417 0.00 -0.01 -0.01 0.0002
H 0.7469 -1.8534 3.0330 -0.01 0.00 -0.01 0.0000
C 1.2924 -2.4368 -5.5341 -0.01 0.00 -0.01 0.0651
S 1.5947 -0.7860 -4.9499 -0.06 0.03 -0.16 0.3930
C 2.7930 -0.0105 -6.0141 0.01 -0.01 0.03 0.0686
O 1.9611 -0.7319 -3.5352 0.05 -0.03 -0.04 0.4381
H 2.2258 -2.9965 -5.4535 0.00 0.00 0.00 0.0141
H 0.9611 -2.3563 -6.5701 0.00 0.01 0.00 -0.0008
H 0.5058 -2.8528 -4.9077 0.00 -0.01 0.00 0.0010
H 2.3872 -0.0374 -7.0260 0.00 0.00 0.00 -0.0007
H 3.7250 -0.5734 -5.9371 0.00 0.00 -0.01 0.0148
H 2.9129 1.0153 -5.6695 0.01 0.00 0.00 0.0009
N 3.8337 -2.7505 0.4046 -0.02 0.00 0.02 0.0075
N 2.4944 -2.4915 0.3829 0.02 0.00 0.00 0.0124
N 1.6304 -3.4152 0.0047 0.00 -0.01 0.00 0.0020
C 0.5002 -2.7406 -0.0097 -0.03 0.00 0.11 0.0141
N 0.6995 -1.4633 0.3612 0.12 -0.02 -0.23 0.0059
N 2.0070 -1.3212 0.5997 -0.02 0.00 0.04 0.0040
H 3.9826 -3.7362 0.5966 0.00 0.00 -0.01 0.0003
H 4.3079 -2.1358 1.0561 0.00 0.00 -0.01 0.0005
H -0.4501 -3.1634 -0.2874 0.00 0.00 -0.02 0.0005
```
Positions in Å, forces in eV/Å.

Properties
Spin multiplicity: 5
<S²>: 6.02
Kohn-Sham gap (alpha / beta): 0.320 / 0.259 hartree
Total charge: +3
E_HOMO (alpha / beta): -17.931 / -18.616 eV

Entry 2:
# C5H8N2OS

A structure of composition C5H8N2OS (ωB97M-V/def2-TZVPD, the Open Molecules 2025 dataset).

```
17
Properties=species:S:1:pos:R:3:forces:R:3:nbo_charge:R:1
C 1.0854 1.0065 -0.3418 -0.15 -0.24 1.71 0.6407
C -0.1204 1.8334 0.0865 -1.73 -0.87 -3.13 -0.4913
C -1.2499 0.7209 0.4044 1.78 0.61 -1.88 -0.4098
C -0.4232 -0.5968 0.3339 -1.25 -1.31 -0.16 -0.0375
C -1.1668 -1.8132 -0.4090 4.24 1.86 -1.80 -0.6007
N 0.8881 -0.2706 -0.2458 -1.92 -0.51 0.65 -0.6158
N 3.9590 -0.9132 0.5462 -0.05 0.25 1.27 -0.7368
O 2.3001 1.3540 -0.5702 -0.44 1.29 0.05 -0.6795
S 2.9517 -0.5364 -0.3805 1.26 -1.19 -2.28 1.2103
H 0.0318 2.5320 0.8671 0.48 0.67 0.60 0.2420
H -0.4331 2.3540 -0.8881 0.34 -0.14 1.61 0.2347
H -1.6359 0.8165 1.4001 -0.55 0.32 0.23 0.2202
H -2.0326 0.7631 -0.4114 0.72 -0.10 1.21 0.2140
H -0.2901 -0.9517 1.3897 0.16 0.17 -0.83 0.1866
H -1.3520 -1.6759 -1.5271 0.63 0.15 1.40 0.2060
H -2.0735 -2.0011 -0.0069 -2.82 -0.73 1.71 0.2034
H -0.4386 -2.6216 -0.2471 -0.69 -0.23 -0.35 0.2133
```
Positions in Å, forces in eV/Å.

Properties
Kohn-Sham gap: 0.348 hartree
E_HOMO: -9.166 eV

Entry 3:
# C24H20Cl5MoN2O2S3

A structure of composition C24H20Cl5MoN2O2S3 (ωB97M-V/def2-TZVPD, the Open Molecules 2025 dataset).

```
57
Properties=species:S:1:pos:R:3:forces:R:3:nbo_charge:R:1
Mo -1.1318 -0.0632 0.1750 0.15 0.16 0.69 1.1634
C 1.8881 3.1681 -0.9462 0.04 0.01 -0.01 -0.6893
C 0.6949 2.4830 -0.3556 -0.01 -0.03 -0.02 0.3757
N 0.3744 1.2774 -0.7061 -0.06 -0.14 0.01 -0.3634
N 1.2614 0.6713 -1.5967 0.03 -0.03 -0.03 -0.3097
C 1.4259 -0.5777 -1.3859 0.13 -0.01 -0.17 -0.0744
S 0.6133 -1.5030 -0.1017 -0.09 -0.05 0.04 0.0587
S 2.4321 -1.4432 -2.5442 -0.08 0.04 0.00 0.2933
C 3.3868 -2.5221 -1.4276 0.07 -0.10 -0.01 -0.5609
C 4.2408 -1.7389 -0.4715 -0.01 0.01 0.05 0.0276
C 5.3017 -0.9693 -0.9422 0.00 0.01 0.00 -0.2338
C 6.0773 -0.2331 -0.0630 0.00 0.00 -0.01 -0.1990
C 5.7974 -0.2538 1.2983 0.01 0.01 0.01 -0.2082
C 4.7449 -1.0188 1.7739 0.02 0.01 0.03 -0.1924
C 3.9693 -1.7589 0.8913 -0.01 -0.05 -0.02 -0.2467
C -0.0810 3.1402 0.6922 -0.10 0.05 0.12 -0.1344
C -0.0913 4.5402 0.7978 0.01 -0.02 0.02 -0.1554
C -0.7548 5.1782 1.8219 0.03 0.05 -0.06 -0.2201
C -1.3982 4.4302 2.8045 -0.03 -0.10 0.06 -0.1525
C -1.4011 3.0518 2.7424 0.09 0.10 -0.07 -0.2371
C -0.7661 2.4094 1.6808 -0.12 0.35 0.01 0.3078
O -0.8411 1.0670 1.6363 -0.09 -0.58 -0.49 -0.5780
H 2.7245 2.4754 -1.0055 0.00 0.02 0.00 0.2674
H 2.1792 4.0306 -0.3571 0.00 0.01 0.00 0.2352
H 1.6661 3.4841 -1.9678 0.00 -0.02 -0.01 0.2580
H 3.9963 -3.1057 -2.1199 0.00 0.01 0.00 0.2507
H 2.7282 -3.2181 -0.9103 -0.04 0.05 0.00 0.2368
H 5.5191 -0.9473 -2.0040 0.00 0.00 0.00 0.2175
H 6.9058 0.3539 -0.4371 0.00 0.00 0.00 0.2221
H 6.4063 0.3191 1.9853 0.00 0.00 0.00 0.2220
H 4.5303 -1.0477 2.8342 0.00 0.00 0.00 0.2197
H 3.1550 -2.3670 1.2686 0.02 0.01 -0.01 0.2154
H 0.4154 5.1311 0.0475 0.00 0.00 -0.01 0.2246
H -0.7675 6.2582 1.8659 0.01 0.00 0.00 0.2328
H -1.9022 4.9274 3.6224 0.00 0.01 -0.01 0.2322
H -1.8933 2.4517 3.4949 -0.01 -0.03 -0.02 0.2384
Cl -1.3944 -3.5767 1.7187 0.06 -0.08 0.02 0.0452
C -2.7922 -2.5728 1.6375 -0.04 0.07 -0.03 0.0619
C -2.6773 -1.3074 1.0738 0.13 0.16 -0.27 -0.4212
C -3.8379 -0.5569 1.0267 -0.02 0.04 0.00 -0.0407
Cl -3.6236 1.0338 0.2850 -0.13 0.07 0.05 0.1109
C -5.0778 -0.9561 1.4949 0.08 -0.09 0.03 -0.1069
Cl -6.4484 0.0631 1.3815 -0.01 0.02 -0.01 0.0840
C -5.1505 -2.2316 2.0598 -0.06 0.02 0.00 -0.0635
Cl -6.6496 -2.7972 2.6624 0.02 0.00 -0.01 0.0972
C -4.0101 -3.0427 2.1302 -0.01 0.01 0.01 -0.1278
Cl -4.1282 -4.6082 2.8171 0.01 -0.01 0.01 0.0881
C -3.9128 -1.6808 -2.7263 0.04 -0.09 -0.01 -0.8020
S -2.2588 -1.9090 -2.1035 0.00 -0.04 -0.21 1.2777
C -1.3528 -2.0967 -3.6288 -0.04 -0.04 0.08 -0.8073
O -1.8769 -0.4577 -1.6794 0.05 0.15 0.15 -0.9039
H -4.2245 -2.6243 -3.1753 -0.02 0.01 0.00 0.2588
H -3.9272 -0.8730 -3.4550 0.04 0.02 0.01 0.2559
H -4.5497 -1.4510 -1.8739 0.01 0.00 0.02 0.2637
H -1.6585 -3.0382 -4.0858 -0.01 0.00 0.02 0.2584
H -0.2955 -2.1442 -3.3666 0.00 0.01 0.01 0.2733
H -1.5592 -1.2530 -4.2843 -0.01 0.03 0.03 0.2544
```
Positions in Å, forces in eV/Å.

Properties
Kohn-Sham gap (alpha / beta): 0.262 / 0.264 hartree
Total charge: +1
E_HOMO (alpha / beta): -11.166 / -11.153 eV

Entry 4:
# C7H12N2O5

An isolated molecule of C7H12N2O5 (ωB97M-V/def2-TZVPD, the Open Molecules 2025 dataset).

```
26
Properties=species:S:1:pos:R:3:forces:R:3:nbo_charge:R:1
N -1.2613 -1.3809 2.4482 -1.36 -1.62 -2.05 -0.8347
C -2.1179 -1.3942 1.2389 -2.68 -0.61 0.69 -0.3448
C -1.8194 -0.3811 0.1531 0.17 -1.33 1.88 0.6655
O -2.5751 0.4872 -0.1273 -1.98 1.92 -1.24 -0.6030
N -0.6098 -0.5309 -0.3860 3.07 -0.66 1.26 -0.6395
C -0.1103 0.3342 -1.4010 1.79 -0.77 0.22 -0.1706
C 1.4057 0.6803 -1.1047 -2.34 -1.11 0.48 -0.4046
C 1.6196 1.1871 0.3022 3.64 0.57 0.14 -0.5406
C 1.5137 0.1330 1.4521 0.66 9.02 1.84 0.8203
O 1.6752 -0.9854 1.4359 0.53 -6.11 -0.40 -0.5315
O 1.4207 0.8362 2.7134 -0.09 -0.75 -1.86 -0.7089
C -0.2398 -0.2984 -2.7441 -0.78 -3.19 -1.89 0.7632
O -0.7382 -1.3927 -2.9095 0.67 1.47 0.05 -0.5415
O 0.1584 0.4206 -3.8465 0.13 0.21 1.46 -0.6563
H -0.4361 -1.9416 2.2632 0.24 0.83 0.61 0.3781
H -1.1978 -0.4341 2.7475 0.90 0.40 0.45 0.3724
H -3.2044 -1.2621 1.5204 1.12 0.76 0.13 0.2132
H -2.3335 -2.3630 0.7456 1.38 -0.06 0.38 0.2274
H 0.1177 -0.8691 0.3342 -1.84 0.05 -2.24 0.4190
H -0.7332 1.1603 -1.6266 -0.71 1.66 1.08 0.2386
H 1.9866 -0.2322 -1.2956 0.05 0.41 -0.01 0.2389
H 1.5687 1.4335 -1.8145 1.25 1.11 -0.83 0.2080
H 1.1544 2.1220 0.5497 -1.17 0.13 -0.05 0.2326
H 2.7736 1.6623 0.3196 -2.53 -1.84 0.25 0.2571
H 1.4075 1.7911 2.5147 -0.08 -0.56 0.26 0.4765
H 0.5752 1.2179 -3.4827 -0.05 0.08 -0.63 0.4650
```
Positions in Å, forces in eV/Å.

Properties
SMILES: NCC(=O)N[C@@H](CCC(=O)O)C(=O)O
Kohn-Sham gap: 0.338 hartree
E_HOMO: -9.249 eV

Record order is preserved below.
E_tot: -70293.3488 -21174.4296 -129255.7595 -20670.3352 eV